[1]
ORCA calculation (ωB97M-V/def2-TZVPD) on a 2-piece molecular cluster, C2H7S3 overall.

```
12
Properties=species:S:1:pos:R:3:forces:R:3
C -0.3911 -2.3446 0.7544 -1.36 -2.48 0.33
S 0.3713 -1.0570 1.7803 -1.04 -0.48 0.99
H -1.0255 -3.0401 1.4596 1.22 1.32 -1.32
H -1.1095 -1.9073 0.0363 0.62 -0.18 0.21
H 0.3100 -3.0813 0.2243 -0.66 1.54 0.78
C 0.8264 2.0146 -0.6500 -0.81 1.64 -0.01
S -0.4658 1.3007 -1.8185 0.35 0.59 -0.43
S -0.9750 2.7259 -3.3728 0.55 -0.68 1.12
H 0.2667 2.1988 0.3167 0.82 -0.15 -0.89
H 1.1526 3.0665 -1.0558 -0.33 -2.19 0.66
H 1.6607 1.2960 -0.4473 -0.59 0.74 -0.45
H -0.6209 -1.1721 2.7728 1.23 0.33 -1.01
```
Forces are in eV/Å.

Output
energy above the lowest of the compared OMol25 structures with the same formula, charge and spin	31.16	kcal per mole
LUMO level	2.750	eV
gap between HOMO and LUMO	4.870	eV
charge	-1

---

[2]
ORCA calculation (ωB97M-V/def2-TZVPD) on C2H8AsS as an isolated structure.

```
12
Properties=species:S:1:pos:R:3:forces:R:3
C 2.1513 -0.2300 0.2353 -0.75 1.92 -0.44
C 1.1713 0.7855 -0.3250 3.00 -1.88 -0.07
As -0.8013 0.2494 -0.1110 2.04 -1.07 -1.32
S -2.9619 -0.4372 0.1949 -2.13 -1.70 0.43
H 2.5181 -1.1587 -0.4174 -2.14 1.19 2.22
H 2.4739 -0.0802 1.3688 0.88 0.13 -2.95
H 1.5270 1.7907 -0.8221 -0.67 -0.90 2.63
H -0.3280 -1.2380 -0.3100 0.06 -0.34 0.04
H -1.0274 0.3620 -1.6492 -0.51 0.22 -0.28
H -1.2469 1.7070 0.1664 -0.34 0.54 -0.16
H -0.4846 0.1137 1.4312 0.06 0.06 -0.02
H -2.9914 -1.8640 0.2382 0.49 1.84 -0.09
```
Forces are in eV/Å.

Output
LUMO level	3.358	eV
gap between HOMO and LUMO	6.117	eV
charge	-1

---

[3]
ORCA calculation (ωB97M-V/def2-TZVPD) on C2H8BrCoN4O2 as an isolated structure.

```
18
Properties=species:S:1:pos:R:3:forces:R:3
Co 1.6857 -0.7961 -0.0268 -3.23 -0.15 -2.06
Br -0.9842 -0.9364 0.0857 2.26 0.02 0.04
C 0.6988 -0.3615 -3.1866 0.83 0.91 2.12
O 1.3945 -0.8378 -2.2575 1.40 -0.81 2.15
N -0.4954 -0.6460 -3.4643 -5.11 -3.59 0.04
N 1.0274 0.7075 -3.8079 3.85 3.71 -1.22
H -1.0726 0.0616 -3.8959 -0.11 -0.53 0.13
H -0.9141 -1.3402 -2.8620 -0.49 -0.12 -0.43
H 0.6829 0.9922 -4.7136 0.18 0.07 0.34
H 1.7606 1.1884 -3.3067 0.28 0.48 -1.08
C -0.2355 0.3575 3.8609 1.56 0.44 3.53
O 0.4404 0.7040 4.8231 -0.15 -0.76 0.49
N -0.1828 1.0701 2.7867 0.82 2.67 -4.09
N -1.0804 -0.6450 3.7830 -1.41 -2.93 0.21
H -0.7214 0.8345 1.9655 0.05 0.68 0.15
H 0.2799 1.9510 2.9600 -0.27 0.09 -0.65
H -1.3723 -0.8851 2.8464 -0.20 -0.31 0.31
H -0.9116 -1.4187 4.4099 -0.26 0.12 0.02
```
Forces are in eV/Å.

Output
energy above the lowest of the compared OMol25 structures with the same formula, charge and spin	0.00	kcal per mole
LUMO level (spin up / spin down)	-6.965 / -7.400	eV
multiplicity	4
<S²>	3.76
gap between HOMO and LUMO (spin up / spin down)	5.240 / 4.800	eV
charge	+1

---

[4]
ORCA calculation (ωB97M-V/def2-TZVPD) on a 2-piece molecular cluster, C2H8Cl2NSi overall.

```
14
Properties=species:S:1:pos:R:3:forces:R:3
C 0.0093 0.9865 0.3506 -0.07 0.10 -0.04
C -0.6607 -0.7818 -1.1558 0.03 -0.16 -0.01
N 0.4182 -0.2212 -0.3505 0.73 -0.16 0.20
Si 2.3921 -1.7051 2.3013 -0.62 0.42 -0.57
Cl 4.1294 -0.8618 2.5151 0.30 0.02 -0.01
Cl 2.1687 -3.4459 1.4782 0.10 -0.36 -0.06
H -0.4228 1.7404 -0.3185 0.01 0.00 0.04
H -0.7463 0.7265 1.0925 0.00 0.07 0.06
H 0.8706 1.4243 0.8523 -0.02 0.10 0.08
H -1.4929 -1.0347 -0.5021 -0.06 -0.09 -0.01
H -1.0286 -0.0805 -1.9148 0.04 -0.02 0.04
H 1.2365 -1.0043 2.8014 -0.20 0.06 0.23
H 1.1974 -0.0002 -0.9652 -0.15 0.01 0.06
H -0.3066 -1.6862 -1.6501 -0.12 0.02 -0.02
```
Forces are in eV/Å.

Output
energy above the lowest of the compared OMol25 structures with the same formula, charge and spin	48.86	kcal per mole
LUMO level	-6.069	eV
gap between HOMO and LUMO	6.646	eV
charge	+1

---

[5]
ORCA calculation (ωB97M-V/def2-TZVPD) on a 2-piece molecular cluster, C2H8Cl2Si2 overall.

```
14
Properties=species:S:1:pos:R:3:forces:R:3
C 0.4387 -1.0721 2.0262 -1.45 0.27 0.15
C 0.5493 1.1536 -1.6872 0.36 0.48 -0.86
Si -1.1853 -1.3052 1.0510 2.06 -0.58 1.26
Si 1.5543 2.6988 -2.4128 -0.78 -1.16 0.51
Cl -0.1629 3.8120 -2.8116 -0.04 0.27 -0.15
Cl -0.5724 -1.9014 -0.7612 0.18 -0.02 -1.69
H 1.2375 -1.1774 1.3341 0.81 0.09 -0.62
H 0.5152 -0.1061 2.5601 -0.04 -0.69 -0.10
H 0.4846 -1.9412 2.6715 0.21 0.09 0.57
H 1.0906 0.5481 -0.9852 0.80 -0.46 0.07
H -0.2943 1.4817 -1.1024 -0.62 0.44 -0.04
H 0.1588 0.4780 -2.4887 0.34 0.57 0.45
H -1.9575 -0.1468 1.2269 -1.08 1.22 -0.34
H -1.8566 -2.5219 1.3794 -0.76 -0.52 0.79
```
Forces are in eV/Å.

Output
energy above the lowest of the compared OMol25 structures with the same formula, charge and spin	56.43	kcal per mole
LUMO level	-0.638	eV
gap between HOMO and LUMO	8.221	eV

---

[6]
ORCA calculation (ωB97M-V/def2-TZVPD) on one molecule with the formula C2H8ClFN4O2S.

```
19
Properties=species:S:1:pos:R:3:forces:R:3
N 2.0003 -0.9332 -0.1869 0.12 0.10 0.09
C 1.1068 0.1749 0.0749 -0.26 0.18 -0.44
N 1.6559 0.9501 1.1717 0.01 -0.18 0.04
N 1.0066 0.8940 -1.1969 0.43 -0.04 0.02
C -0.3072 -0.2880 0.5497 0.96 0.31 -0.78
N -1.2400 -0.4608 -0.5871 -0.99 -0.27 1.34
Cl -1.1658 -2.0905 -1.1637 0.34 0.03 -0.17
S -2.8581 -0.0904 -0.1812 0.61 -0.03 -1.34
O -3.6976 -1.1128 -0.6051 -1.09 -2.02 -0.01
O -3.1390 1.1911 -0.6437 0.33 2.33 -0.03
F -2.8943 -0.0218 1.3629 0.24 -0.25 0.66
H 1.6407 -1.4563 -0.9748 0.04 -0.18 0.01
H 2.0470 -1.5388 0.6218 0.04 -0.12 -0.01
H 2.6283 1.1458 0.9628 0.08 -0.02 0.03
H 1.1666 1.8368 1.1961 0.02 0.08 0.25
H 1.8910 0.7290 -1.6664 0.00 0.02 -0.16
H 0.9954 1.8924 -1.0302 -0.33 0.06 0.00
H -0.1639 -1.2462 1.0228 -0.18 -0.21 0.52
H -0.6726 0.4247 1.2735 -0.35 0.21 -0.03
```
Forces are in eV/Å.

Output
SMILES string	NC(N)(N)CN(Cl)S(=O)(=O)F
LUMO level	0.233	eV
gap between HOMO and LUMO	9.912	eV

---

[7]
ORCA calculation (ωB97M-V/def2-TZVPD) on C2H8CsN4O2 as an isolated structure.

```
17
Properties=species:S:1:pos:R:3:forces:R:3
Cs -0.8992 -2.9244 -0.8364 -0.18 -0.39 0.44
C -0.0281 -1.0415 2.3801 0.62 -3.56 1.59
O -0.5592 -2.1075 2.1943 -2.09 -2.75 -0.11
N 0.7146 -0.7051 3.3645 2.60 0.69 5.50
N 0.0926 -0.1915 1.4827 -0.74 5.17 -7.18
H 1.1127 0.2218 3.3161 0.06 -0.48 0.85
H 0.8664 -1.2935 4.1712 -0.10 0.26 -0.18
H 0.7616 0.5646 1.5137 -0.50 -0.17 -0.34
H -0.4204 -0.4193 0.6431 0.24 1.04 -0.26
C -0.4572 0.6599 -1.9397 -3.15 0.37 1.23
O -1.0859 -0.1052 -1.1757 0.47 0.39 -0.42
N 0.5734 0.3069 -2.6332 3.50 -1.81 -1.62
N -0.8606 1.8976 -2.2453 -0.54 1.28 0.48
H 0.8637 -0.6605 -2.6316 0.15 0.42 0.03
H 1.2086 0.9964 -3.0090 -0.10 -0.36 -0.10
H -1.5495 2.3673 -1.6754 0.12 -0.15 -0.16
H -0.3336 2.4342 -2.9194 -0.36 0.06 0.22
```
Forces are in eV/Å.

Output
energy above the lowest of the compared OMol25 structures with the same formula, charge and spin	36.27	kcal per mole
LUMO level	-3.165	eV
gap between HOMO and LUMO	9.738	eV
charge	+1

---

[8]
ORCA calculation (ωB97M-V/def2-TZVPD) on one molecule with the formula C2H8FNP2.

```
14
Properties=species:S:1:pos:R:3:forces:R:3
N -2.2187 -1.2680 0.2198 0.06 0.13 0.03
P -1.5946 -0.3729 1.3348 -0.09 0.04 0.02
P 0.5355 0.1241 1.2370 0.14 -0.02 -0.17
C 0.5453 0.6645 -0.5453 0.04 0.05 -0.04
C 1.8550 0.3698 -1.2516 0.02 0.16 0.04
F 2.1565 -0.9829 -1.1951 0.00 -0.12 0.02
H -3.0061 -0.8587 -0.2645 -0.01 -0.08 -0.05
H -1.6319 -0.8843 2.6502 -0.02 -0.02 -0.01
H -2.1454 0.9124 1.5440 -0.02 -0.01 0.07
H 0.8909 -1.2258 1.0158 -0.06 -0.02 0.02
H 0.4202 1.7516 -0.5454 -0.07 -0.04 -0.04
H -0.2852 0.2180 -1.0961 0.01 -0.07 0.06
H 2.6872 0.9120 -0.7965 0.01 -0.04 0.02
H 1.7912 0.6402 -2.3071 -0.02 0.03 0.01
```
Forces are in eV/Å.

Output
SMILES string	N=[PH2]PCCF
energy above the lowest of the compared OMol25 structures with the same formula, charge and spin	17.82	kcal per mole
LUMO level	0.927	eV
gap between HOMO and LUMO	9.664	eV

---

[9]
ORCA calculation (ωB97M-V/def2-TZVPD) on an isolated ion of composition C2H8IN2S and charge +1.

```
14
Properties=species:S:1:pos:R:3:forces:R:3
C -1.2762 1.7242 0.2441 1.33 0.10 3.15
S -1.1016 0.1399 -0.5874 0.96 -1.11 -0.72
C 0.6243 -0.5067 -0.1672 0.73 5.20 1.90
N 0.9318 -1.8091 -0.7025 0.89 -2.17 0.02
N 1.6959 0.5734 -0.6696 -2.39 -2.25 -1.05
I 3.5496 0.3875 0.1341 0.37 -0.29 0.20
H -2.0039 1.6013 1.0523 -0.02 -0.39 -0.12
H -1.6808 2.5421 -0.3047 0.24 0.29 -1.26
H -0.3501 2.0565 0.8365 -1.02 -0.52 -1.37
H 0.7509 -0.5027 0.9795 -0.16 -0.29 -1.88
H 0.3279 -2.6245 -0.6350 -1.39 0.37 0.06
H 1.7345 -2.2124 -0.2322 0.88 0.42 0.71
H 1.2726 -1.7829 -1.6399 -0.12 0.40 -1.40
H 1.7835 0.4907 -1.7304 -0.29 0.25 1.74
```
Forces are in eV/Å.

Output
SMILES string	CS[C@@H]([NH3+])NI
energy above the lowest of the compared OMol25 structures with the same formula, charge and spin	33.09	kcal per mole
LUMO level	-4.044	eV
gap between HOMO and LUMO	9.063	eV
charge	+1

---

[10]
ORCA calculation (ωB97M-V/def2-TZVPD) on C2H8InN4O2 as an isolated structure.

```
17
Properties=species:S:1:pos:R:3:forces:R:3
In 0.3159 -0.2198 -0.3453 1.46 0.13 -0.57
C -2.2561 -0.7983 -1.5395 -12.20 -0.24 -4.40
O -1.1687 -0.8317 -1.0791 5.42 -2.34 2.38
N -3.2917 -1.5808 -1.2256 2.31 -1.06 1.71
N -2.6350 0.0556 -2.4373 1.35 2.36 -1.30
H -3.1275 -2.2890 -0.5245 -0.68 -0.38 -0.14
H -4.1903 -1.4525 -1.6684 -0.07 -0.32 0.25
H -3.5751 0.0470 -2.8065 0.11 0.27 -0.20
H -2.0438 0.8511 -2.6316 -0.31 0.08 -0.60
C 2.4217 0.7030 1.4342 6.33 1.43 4.32
O 1.2877 0.4960 0.9757 -2.87 0.55 0.04
N 2.8997 1.9012 1.5888 -1.79 0.69 -1.73
N 3.0665 -0.2128 2.0868 -1.31 -2.58 -1.17
H 3.7031 1.9983 2.1931 -0.15 0.95 0.11
H 2.0919 2.4984 1.4846 1.04 1.85 0.19
H 4.0358 -0.1424 2.3615 0.02 -0.38 0.36
H 2.4658 -1.0234 2.1331 1.34 -1.03 0.74
```
Forces are in eV/Å.

Output
energy above the lowest of the compared OMol25 structures with the same formula, charge and spin	0.00	kcal per mole
LUMO level	-15.450	eV
gap between HOMO and LUMO	6.473	eV
charge	+3

---

Listing max |F| for the structures above in their given order: 2.844 3.547 6.243 0.941 2.485 2.352 8.875 0.221 5.585 12.972 eV Å⁻¹.
Listing energy for the structures above in their given order: -34693.474 -73869.468 -119920.947 -36609.926 -43004.658 -38332.553 -12803.505 -24987.409 -24111.032 -17398.972 eV.